1.
Entry from OMol25: a 2-piece molecular cluster, C3H5N3OS overall at a distorted geometry (wB97M-V/def2-TZVPD).

```
13
Properties=species:S:1:pos:R:3:forces:R:3:lowdin_charge:R:1
C 0.379 1.944 -0.162 1.7 1.1 -0.4 -0.0760
C -0.761 1.841 -0.981 -2.7 2.5 -0.3 -0.1755
C 0.757 0.662 0.080 0.6 1.0 1.2 -0.1474
N -1.114 0.598 -1.140 -0.9 -0.5 -0.7 0.0306
N -0.180 -0.119 -0.479 0.1 1.2 -0.3 -0.5083
N -0.834 -2.101 0.903 -0.1 0.0 -0.4 -0.2385
O 2.042 -2.019 0.358 -2.2 0.4 -1.0 -0.3851
S -0.078 -1.711 -0.566 1.5 -3.3 1.1 1.0456
H 1.054 2.801 -0.002 -0.9 -0.4 0.2 0.1088
H -1.537 2.698 -1.334 2.4 -2.3 0.7 0.1599
H 1.556 0.259 0.685 0.0 -0.1 -0.4 0.1005
H -0.148 -1.778 1.566 0.0 -0.4 0.8 0.0174
H -1.137 -3.075 1.073 0.5 0.8 -0.5 0.0679
```
Positions in Å, forces in eV/Å.

Summary:
HOMO level (spin up / spin down), eV: -9.675 / -9.612
Orbital gap (spin up / spin down), Ha: 0.310 / 0.304
Largest force on an atom, eV/Å: 3.793
Electronic energy, a.u.: -754.78202
Lowest unoccupied orbital energy (spin up / spin down), eV: -1.2 / -1.3
Charge: 0
ΔE to the lowest compared entry with this formula, charge and spin, eV: 6.994

2.
Entry from OMol25: C30H44F21N3O20PS2 as an isolated structure at a distorted geometry (wB97M-V/def2-TZVPD).

```
121
Properties=species:S:1:pos:R:3:forces:R:3:lowdin_charge:R:1
C 5.680 -1.952 9.554 0.0 0.2 0.7 -0.1524
N 6.825 -2.805 9.312 -0.4 0.5 -0.5 -0.1285
C 6.758 -3.567 8.091 0.4 0.0 0.9 -0.2728
S 6.516 -5.360 8.343 0.5 -1.4 -1.4 0.5011
O 7.303 -5.960 7.301 -0.1 0.1 -1.4 -0.3641
O 7.056 -5.717 9.620 -0.5 0.7 1.5 -0.3268
N 4.978 -5.864 8.062 0.1 1.8 1.0 -0.3345
S 3.891 -5.438 9.160 -0.3 -2.0 0.6 0.3854
O 4.361 -4.763 10.344 0.5 1.3 -0.2 -0.3646
O 3.109 -6.591 9.500 -0.9 -0.8 -0.4 -0.3705
P 2.419 -4.132 8.237 2.0 0.9 -0.6 0.4225
N 3.149 -3.061 7.378 -0.1 0.1 0.4 -0.1653
O 1.405 -4.978 7.357 -0.5 0.0 0.7 -0.1359
O 1.588 -3.465 9.423 -0.7 -0.8 0.0 -0.1478
H 5.429 -1.356 8.687 0.1 0.1 -0.4 0.0713
H 5.947 -1.253 10.342 0.0 0.2 0.2 0.0697
H 4.781 -2.474 9.874 -0.2 -0.2 0.0 0.0377
H 7.038 -3.392 10.105 -0.1 -0.2 0.0 0.0918
H 6.059 -3.157 7.378 -0.4 0.0 -0.1 0.0776
H 7.725 -3.505 7.608 0.3 -0.5 -0.2 0.0892
H 4.142 -3.250 7.457 0.1 0.2 -0.4 -0.0598
H 1.592 -4.636 6.474 -0.1 -0.1 -0.4 0.0570
H 2.162 -2.760 9.740 0.0 0.2 0.2 0.0667
C 2.242 -0.445 1.161 0.2 0.0 0.3 -0.0595
C 3.375 -1.421 0.924 -0.2 0.3 -0.5 -0.1887
O 3.936 -1.874 2.165 0.2 0.0 0.0 0.0377
C 3.287 -2.865 2.764 0.3 0.3 -0.3 -0.3964
O 2.298 -3.390 2.362 -0.5 -0.4 0.0 0.1735
C 4.026 -3.276 4.044 0.3 -0.2 0.9 -0.5515
F 4.420 -2.211 4.748 -0.1 0.1 -0.2 0.1575
F 5.126 -3.985 3.746 -0.1 0.0 -0.3 0.1696
F 3.254 -4.028 4.818 -0.1 -0.1 -0.5 0.1501
H 2.575 0.384 1.787 0.1 0.1 -0.1 0.0901
H 1.877 -0.049 0.214 0.1 0.0 0.0 0.0741
H 1.422 -0.927 1.676 0.0 -0.2 0.0 0.0587
H 4.186 -0.930 0.389 0.2 0.0 0.2 0.1240
H 3.052 -2.268 0.320 -0.1 -0.1 0.2 0.1211
C -2.094 -4.125 -2.338 -0.1 0.1 0.3 -0.0515
C -1.299 -2.913 -2.780 0.0 -0.5 -0.4 -0.1865
O -1.543 -1.795 -1.896 -0.2 0.3 -0.1 0.0433
C -0.826 -1.803 -0.787 -0.2 -0.1 -0.6 -0.4048
O -0.030 -2.628 -0.472 0.5 -0.2 0.5 0.1914
C -1.129 -0.554 0.045 -0.2 0.6 0.6 -0.5309
F -2.446 -0.291 0.113 0.0 -0.1 -0.2 0.1483
F -0.544 0.538 -0.482 0.1 -0.2 -0.2 0.1518
F -0.688 -0.680 1.291 -0.2 -0.2 -0.1 0.1675
H -3.154 -3.878 -2.264 0.0 0.0 -0.1 0.0805
H -1.971 -4.943 -3.046 -0.1 0.1 0.0 0.0715
H -1.771 -4.467 -1.355 0.1 0.0 0.0 0.0844
H -1.624 -2.601 -3.771 -0.1 0.3 0.1 0.1334
H -0.228 -3.114 -2.837 -0.9 0.3 0.4 0.0840
C -2.461 3.112 0.937 -0.2 0.3 0.1 -0.0490
C -2.075 3.221 -0.522 0.2 -0.5 0.4 -0.1954
O -2.910 4.180 -1.204 -0.2 0.0 -0.3 0.0415
C -2.560 5.447 -1.077 0.0 -0.6 0.0 -0.4114
O -1.635 5.863 -0.457 0.3 0.5 0.2 0.1800
C -3.511 6.329 -1.897 -0.6 0.5 -0.3 -0.5359
F -4.791 5.975 -1.734 0.1 -0.1 0.1 0.1685
F -3.230 6.237 -3.208 0.1 -0.1 0.2 0.1481
F -3.408 7.612 -1.554 0.2 -0.1 0.1 0.1713
H -3.523 2.880 1.033 0.0 -0.1 0.0 0.0831
H -1.883 2.330 1.427 0.0 0.0 0.0 0.0763
H -2.286 4.051 1.460 0.1 0.0 0.0 0.0804
H -2.236 2.271 -1.022 -0.2 0.1 -0.2 0.1081
H -1.024 3.477 -0.641 0.0 0.2 0.0 0.1287
C -6.346 -0.630 1.506 -0.3 -0.2 0.0 -0.0521
C -5.674 -1.197 0.274 0.3 0.5 0.3 -0.1953
O -6.267 -2.453 -0.105 0.2 -0.3 -0.1 0.0376
C -7.378 -2.379 -0.819 0.5 0.1 0.3 -0.4112
O -7.923 -1.381 -1.167 -0.5 0.3 -0.3 0.1773
C -7.852 -3.792 -1.184 -0.3 -0.6 -0.1 -0.5460
F -7.785 -4.622 -0.136 0.0 0.1 0.0 0.1671
F -7.088 -4.306 -2.160 0.1 0.1 0.0 0.1627
F -9.110 -3.783 -1.614 0.0 0.2 0.0 0.1720
H -6.328 -1.357 2.318 0.1 0.0 0.0 0.0862
H -5.840 0.277 1.833 0.0 0.0 0.0 0.0797
H -7.391 -0.392 1.308 0.0 0.1 -0.1 0.0786
H -4.629 -1.407 0.486 0.0 -0.3 -0.1 0.1089
H -5.702 -0.495 -0.558 -0.2 -0.1 -0.1 0.1275
C -3.198 6.870 -6.296 -0.4 -0.1 -0.1 -0.0599
C -2.530 6.252 -7.505 0.3 0.5 0.3 -0.1860
O -3.140 4.993 -7.848 0.2 -0.3 0.0 0.0423
C -4.245 5.059 -8.569 0.5 0.1 0.3 -0.4109
O -4.774 6.053 -8.953 -0.5 0.3 -0.3 0.1752
C -4.739 3.642 -8.889 -0.3 -0.6 -0.1 -0.5457
F -4.689 2.846 -7.815 0.1 0.1 0.0 0.1663
F -3.978 3.084 -9.844 0.1 0.1 0.0 0.1639
F -5.995 3.656 -9.326 0.0 0.2 0.0 0.1716
H -3.196 6.173 -5.464 0.1 0.0 0.0 0.0592
H -2.681 7.780 -5.995 0.1 0.0 0.0 0.0832
H -4.239 7.116 -6.507 0.0 0.1 -0.1 0.0836
H -1.489 6.033 -7.284 0.0 -0.3 0.0 0.1115
H -2.545 6.927 -8.360 -0.2 -0.1 -0.1 0.1273
C 2.663 -7.803 -0.724 -0.2 0.3 0.0 -0.0528
C 3.149 -7.706 -2.154 0.3 -0.5 0.4 -0.1916
O 2.260 -6.894 -2.950 -0.2 -0.1 -0.3 0.0368
C 2.440 -5.588 -2.861 0.1 -0.6 0.1 -0.4074
O 3.253 -5.034 -2.195 0.2 0.6 0.1 0.1854
C 1.456 -4.866 -3.792 -0.4 0.3 -0.4 -0.5147
F 0.215 -5.370 -3.709 0.3 -0.1 0.0 0.1584
F 1.839 -4.961 -5.072 0.1 -0.1 0.1 0.1743
F 1.384 -3.565 -3.487 0.8 -0.3 -0.2 0.1404
H 1.636 -8.167 -0.694 0.0 -0.1 0.0 0.0839
H 3.295 -8.481 -0.153 0.0 0.0 0.0 0.0866
H 2.675 -6.828 -0.238 0.1 0.0 0.0 0.0804
H 3.150 -8.690 -2.618 -0.2 0.1 -0.2 0.1236
H 4.165 -7.319 -2.207 -0.1 0.2 0.0 0.1255
C 1.932 11.163 -4.193 0.2 -0.2 -0.1 -0.0596
C 0.623 10.514 -3.799 0.1 0.6 0.2 -0.1950
O 0.407 9.297 -4.537 -0.3 -0.1 -0.2 0.0314
C 1.015 8.219 -4.067 -0.3 0.5 -0.1 -0.4070
O 1.715 8.171 -3.108 0.4 -0.4 0.4 0.1863
C 0.645 7.003 -4.926 0.0 -0.6 -0.5 -0.5365
F 0.700 7.281 -6.239 0.0 0.2 0.1 0.1579
F -0.604 6.597 -4.656 0.0 0.1 0.1 0.1581
F 1.462 5.979 -4.706 0.1 0.1 0.2 0.1806
H 1.969 11.324 -5.271 -0.1 0.1 0.0 0.0828
H 2.048 12.122 -3.689 0.0 0.0 0.0 0.0828
H 2.779 10.530 -3.931 0.0 0.0 0.1 0.0785
H -0.209 11.168 -4.048 -0.1 -0.2 -0.2 0.1247
H 0.577 10.321 -2.729 0.1 -0.2 0.0 0.1270
```
Positions in Å, forces in eV/Å.

Summary:
HOMO level, eV: -5.635
Orbital gap, Ha: 0.253
Largest force on an atom, eV/Å: 2.221
Electronic energy, a.u.: -6073.72755
Lowest unoccupied orbital energy, eV: 1.3
Charge: -1